Entry 1:
A cluster of 13 separate species, C78H175N13O4 in total. Source: the OMol25 dataset; level of theory: ωB97M-V/def2-TZVPD.

Geometry as XYZ:
```
270
Properties=species:S:1:pos:R:3:forces:R:3
C 3.465 -5.787 1.486 1.2 -0.2 -0.4
C 3.703 -6.302 0.047 0.0 0.2 -0.9
N 2.720 -5.857 -0.992 0.7 1.3 0.2
C 1.412 -6.457 -0.894 -0.6 0.9 1.6
C 1.529 -7.951 -0.960 -1.5 -0.5 -0.4
C 2.569 -4.377 -1.054 -0.9 -0.5 0.5
C 3.899 -3.696 -1.262 0.0 0.7 -0.9
H 4.203 -6.260 2.183 -0.5 0.5 -0.5
H 2.494 -6.069 1.807 -1.0 -0.3 0.5
H 3.529 -4.685 1.556 0.1 -0.5 0.0
H 4.693 -5.957 -0.312 -0.4 -0.2 0.3
H 3.730 -7.412 -0.038 0.0 0.8 0.4
H 0.898 -6.108 0.050 0.3 -0.5 -0.5
H 0.785 -5.983 -1.664 0.2 -0.6 -0.2
H 2.266 -8.145 -1.687 1.0 -0.4 -1.1
H 1.870 -8.444 -0.052 -0.4 0.1 0.2
H 0.604 -8.420 -1.352 0.3 0.2 0.6
H 1.982 -4.020 -0.145 0.8 -0.1 -0.7
H 1.893 -4.110 -1.898 0.4 -0.5 0.3
H 3.784 -2.630 -1.619 0.2 -1.2 0.3
H 4.485 -4.308 -1.962 -0.3 0.4 -0.4
H 4.525 -3.698 -0.399 0.3 0.3 1.0
C -4.685 3.021 -1.261 0.3 0.1 0.5
C -5.196 4.468 -1.198 -1.2 -1.1 1.2
N -4.698 5.195 -0.045 -1.1 0.5 -0.2
C -3.294 5.513 -0.106 0.6 -0.1 0.7
C -2.581 4.955 1.164 1.1 1.6 -1.5
C -5.514 6.407 0.209 0.8 -0.7 1.4
C -6.955 6.065 0.590 -1.1 -0.4 -1.8
H -4.814 2.615 -0.229 0.0 -0.1 -0.9
H -3.610 2.956 -1.486 -0.2 0.1 0.0
H -5.204 2.419 -2.030 0.1 0.3 0.5
H -5.074 5.004 -2.117 0.3 0.5 -0.9
H -6.284 4.400 -0.995 0.4 -0.1 -0.5
H -2.917 5.076 -1.027 0.5 -0.1 0.0
H -3.151 6.606 -0.182 0.1 -0.3 0.0
H -1.475 5.103 1.096 -0.7 0.4 0.3
H -3.006 5.428 2.048 0.1 -0.2 0.1
H -2.662 3.908 1.188 -0.6 -1.4 0.2
H -5.510 7.086 -0.670 0.1 0.0 0.4
H -4.980 6.850 1.078 -0.5 0.3 -0.6
H -7.462 6.721 1.291 0.3 0.5 -0.1
H -7.115 5.060 1.013 0.5 0.2 -0.2
H -7.514 6.095 -0.405 0.1 -0.1 1.5
C 4.881 -1.886 4.240 -1.5 0.0 2.1
C 4.814 -0.452 3.752 0.3 -0.2 -0.6
N 3.767 0.318 4.419 -1.0 1.0 -1.0
C 4.095 1.776 4.346 1.2 -1.1 1.4
C 4.875 2.206 5.623 0.0 -0.5 -0.9
C 2.419 0.095 3.779 0.6 -0.8 0.5
C 1.241 0.462 4.696 0.4 0.1 -0.4
H 5.206 -1.927 5.310 0.1 0.1 -0.9
H 5.458 -2.535 3.635 0.9 -0.5 -0.6
H 3.869 -2.365 4.311 0.6 0.6 -0.4
H 5.784 0.064 3.873 -0.3 -0.3 0.4
H 4.732 -0.473 2.643 -0.5 0.2 0.2
H 4.790 1.956 3.494 -0.9 0.2 0.1
H 3.168 2.324 4.330 -0.2 0.4 -0.5
H 5.751 1.556 5.713 0.0 0.1 0.1
H 5.244 3.219 5.465 -0.1 0.2 0.3
H 4.292 2.114 6.545 0.0 0.1 -0.3
H 2.368 -0.977 3.571 -0.1 -0.1 0.0
H 2.335 0.561 2.775 0.2 0.2 0.6
H 0.271 0.234 4.236 0.2 -0.1 0.0
H 1.248 1.520 4.899 -0.1 0.6 0.0
H 1.316 -0.015 5.672 0.1 -0.3 -0.1
C -1.198 -5.700 -5.359 1.3 -0.7 -1.4
C -1.465 -4.229 -5.015 0.0 -0.8 0.3
N -0.628 -3.229 -5.662 -1.0 -0.1 -1.4
C -0.563 -3.314 -7.133 -2.4 0.5 0.6
C -0.387 -1.878 -7.655 -1.5 -0.5 -1.0
C 0.659 -3.123 -5.064 0.7 -1.2 1.2
C 0.657 -2.193 -3.904 0.3 1.9 0.2
H -1.427 -5.863 -6.442 -0.1 0.0 0.8
H -1.697 -6.476 -4.777 -0.6 0.5 0.1
H -0.142 -6.029 -5.275 -0.2 0.6 0.1
H -2.508 -4.087 -5.268 -0.3 0.5 -0.1
H -1.388 -4.099 -3.938 0.0 0.2 0.2
H 0.233 -3.960 -7.479 0.3 -0.4 -0.1
H -1.592 -3.764 -7.500 2.0 0.9 0.5
H 0.298 -1.264 -7.078 0.5 -0.3 -0.1
H -0.136 -1.985 -8.726 0.3 0.6 0.4
H -1.357 -1.323 -7.602 0.8 -0.7 -0.1
H 1.480 -2.741 -5.658 -0.3 -0.2 -1.1
H 0.933 -4.153 -4.746 0.5 0.4 0.1
H 0.342 -1.158 -4.237 0.5 -1.0 0.3
H 1.642 -2.144 -3.441 0.3 0.2 -0.1
H 0.019 -2.461 -3.104 -1.1 -0.5 0.8
C 7.560 0.166 -3.063 0.3 0.8 0.2
C 6.671 -0.694 -2.141 0.5 0.6 -1.6
N 6.671 -0.122 -0.808 0.3 -1.2 0.3
C 5.577 0.758 -0.570 0.4 1.8 0.5
C 5.943 1.829 0.487 -1.0 -1.5 -0.4
C 6.883 -1.173 0.217 -0.6 1.0 1.5
C 8.367 -1.544 0.408 -0.7 0.1 -1.6
H 7.733 -0.298 -4.037 -0.1 -0.1 0.0
H 8.520 0.283 -2.544 -0.1 0.2 -0.3
H 7.143 1.207 -3.262 0.3 -1.3 0.4
H 5.733 -0.737 -2.744 -0.3 -0.2 1.2
H 7.060 -1.713 -2.075 0.0 0.1 -0.2
H 5.459 1.399 -1.436 -0.2 -0.3 -0.7
H 4.607 0.273 -0.405 -0.1 -0.2 0.3
H 5.166 2.563 0.481 -0.5 0.8 0.2
H 5.993 1.399 1.464 0.1 -0.2 0.8
H 6.889 2.251 0.242 0.7 0.4 -0.3
H 6.198 -1.982 -0.013 0.2 -0.8 -0.1
H 6.525 -0.812 1.221 0.1 0.0 -1.0
H 8.556 -2.492 0.902 -0.2 0.0 0.3
H 8.885 -0.718 0.879 0.1 0.0 0.2
H 8.760 -1.637 -0.611 0.4 -0.1 0.2
C 1.879 3.722 1.965 -2.5 0.4 0.8
C 2.291 5.025 1.318 0.2 0.3 1.1
N 3.743 5.136 1.184 -1.7 -0.8 -0.3
C 4.537 5.030 2.367 -1.1 -0.1 1.7
C 4.926 6.284 3.207 1.1 0.3 -0.3
C 4.076 6.117 0.214 -0.3 -0.2 -0.2
C 5.507 5.914 -0.258 0.0 0.3 -0.9
H 2.394 2.851 1.632 1.0 -0.5 -0.1
H 0.836 3.517 1.653 0.2 0.2 -0.1
H 1.729 3.747 3.044 0.7 -0.1 0.2
H 1.843 4.918 0.341 0.2 0.6 -0.6
H 1.804 5.952 1.813 0.5 -1.3 -0.5
H 4.004 4.276 3.017 0.6 0.9 -0.4
H 5.453 4.555 2.132 1.1 -0.5 -0.4
H 5.659 5.976 3.968 -0.5 -0.2 0.0
H 5.544 7.035 2.657 -0.7 -0.5 -0.1
H 4.144 6.842 3.708 -0.4 -0.2 0.0
H 3.988 7.114 0.695 0.0 0.1 -0.6
H 3.259 5.995 -0.589 1.7 0.5 0.8
H 5.762 4.936 -0.700 -0.6 0.3 0.2
H 6.257 6.105 0.497 0.0 0.1 0.5
H 5.659 6.681 -0.998 0.4 0.2 -0.6
C -2.104 -2.826 3.851 0.1 1.9 -1.8
C -0.608 -2.879 3.424 -1.0 -1.0 0.5
N -0.210 -4.274 3.744 1.5 0.7 -0.2
C -0.355 -5.088 2.575 -0.4 -0.4 -0.9
C -0.376 -6.563 2.883 0.8 -0.7 -0.4
C 1.183 -4.329 4.247 -0.1 1.5 0.4
C 1.226 -3.877 5.714 -0.4 0.1 -0.6
H -2.619 -3.643 3.335 -0.1 0.4 0.0
H -2.585 -1.816 3.632 0.5 -1.3 -0.2
H -2.253 -2.966 4.886 0.3 -0.4 1.3
H -0.461 -2.637 2.337 -0.1 -0.1 0.9
H 0.036 -2.258 4.036 -0.2 0.6 -0.1
H -1.298 -4.836 2.060 0.1 -0.1 0.3
H 0.397 -4.882 1.780 0.1 0.1 0.4
H -0.538 -7.086 1.938 0.0 -0.2 0.1
H 0.547 -6.974 3.346 -0.3 0.4 -0.4
H -1.157 -6.841 3.562 -0.7 0.1 0.4
H 1.864 -3.588 3.730 -0.5 -0.9 -0.3
H 1.571 -5.344 4.170 0.0 0.1 -0.2
H 2.242 -3.935 6.074 0.3 0.1 0.2
H 0.600 -4.558 6.274 -0.2 0.1 0.4
H 0.869 -2.830 5.815 0.2 -0.7 0.1
C -4.119 6.092 5.338 0.5 -1.1 1.9
C -3.179 4.907 5.027 -0.3 -0.3 -0.2
N -2.773 4.138 6.210 0.5 0.4 -0.2
C -1.469 3.498 6.077 1.1 0.6 -1.0
C -0.289 4.518 6.261 -0.5 -0.1 -2.5
C -3.772 3.254 6.721 -1.7 -0.6 2.2
C -4.055 1.823 6.170 0.3 0.7 -1.4
H -4.020 6.264 6.444 -0.2 0.1 -0.9
H -5.143 5.803 5.131 -0.2 0.4 -0.1
H -3.802 6.986 4.837 -0.1 0.4 -0.4
H -3.707 4.214 4.339 0.4 0.3 -0.2
H -2.297 5.328 4.540 0.0 -0.5 0.0
H -1.278 2.725 6.806 -0.5 -0.2 0.6
H -1.436 2.965 5.112 0.4 0.1 -0.1
H -0.279 5.326 5.466 0.0 -1.0 0.6
H -0.545 5.045 7.123 0.0 0.8 1.8
H 0.734 4.094 6.296 -0.7 0.0 0.1
H -4.801 3.745 6.794 1.4 -0.2 -0.2
H -3.485 3.083 7.797 -0.3 0.1 -0.8
H -4.512 1.839 5.168 -0.4 0.3 0.2
H -4.773 1.348 6.863 0.8 -0.2 -0.4
H -3.127 1.285 5.907 -0.3 -0.2 1.0
C 1.103 -1.156 0.043 1.7 -0.1 0.2
C 0.549 0.120 0.526 -1.2 1.6 0.6
N -0.858 0.020 0.941 0.2 0.1 -0.4
C -1.365 1.291 1.364 0.1 0.6 0.7
C -2.532 1.237 2.313 -1.5 0.5 -0.4
C -1.735 -0.561 -0.055 -0.4 -0.9 0.7
C -1.839 0.059 -1.425 -1.0 -0.2 -1.2
H 0.874 -1.387 -0.989 -0.1 -0.3 -0.1
H 0.958 -2.003 0.721 -0.4 0.1 -0.2
H 2.163 -0.889 0.150 0.3 -0.8 -0.7
H 1.170 0.468 1.376 -0.8 -0.2 -0.2
H 0.695 0.957 -0.211 -0.1 -0.7 0.1
H -0.575 1.688 1.943 1.1 0.9 0.6
H -1.556 2.038 0.563 0.0 -0.4 0.0
H -2.380 0.773 3.266 0.9 -0.1 0.7
H -2.960 2.253 2.483 0.3 -0.7 -0.1
H -3.328 0.620 1.918 -0.5 0.1 -0.4
H -2.767 -0.458 0.352 0.7 -0.5 -0.1
H -1.489 -1.646 -0.142 -0.3 0.6 0.0
H -0.953 -0.027 -2.089 -0.3 0.3 0.6
H -2.268 1.099 -1.391 0.6 -1.0 -0.2
H -2.613 -0.615 -1.895 0.5 0.9 0.0
C -6.399 1.233 2.228 -0.1 0.7 0.4
C -6.819 0.523 0.957 -0.6 -1.9 1.9
N -5.932 -0.570 0.606 0.9 -0.3 0.0
C -5.945 -0.740 -0.806 -1.7 -0.3 -1.6
C -7.372 -1.136 -1.350 1.3 -0.5 -1.1
C -6.021 -1.843 1.349 0.5 0.7 0.3
C -4.912 -2.809 0.852 -0.4 -0.1 1.0
H -7.223 1.886 2.488 -0.1 0.5 0.2
H -5.466 1.835 2.259 -0.5 -0.4 -0.7
H -6.316 0.570 3.075 0.0 -0.6 0.2
H -7.866 0.105 1.099 0.7 0.6 0.1
H -6.895 1.174 0.131 0.1 1.0 -0.9
H -5.756 0.218 -1.285 0.5 0.1 0.0
H -5.206 -1.452 -1.179 0.0 0.0 0.2
H -8.097 -0.349 -1.174 -0.2 -0.1 0.1
H -7.309 -1.322 -2.443 0.0 0.4 0.4
H -7.708 -2.098 -0.985 -0.2 -0.1 0.6
H -7.020 -2.334 1.314 0.3 0.2 -0.3
H -5.897 -1.567 2.400 0.2 -0.2 0.0
H -3.969 -2.344 0.541 -0.3 0.1 0.4
H -5.299 -3.323 0.015 -0.4 -0.5 -1.4
H -4.717 -3.655 1.531 0.1 0.6 0.3
C 3.231 1.501 -5.974 -0.5 0.8 -1.1
C 3.006 1.386 -4.502 -0.2 -0.6 2.2
N 1.940 2.215 -3.896 -0.2 0.2 -0.9
C 1.393 1.972 -2.546 -0.8 0.3 -1.7
C 0.153 2.821 -2.212 -0.1 0.0 0.7
C 2.074 3.599 -4.287 -0.1 0.6 0.8
C 3.300 4.347 -3.714 1.2 -0.9 0.0
H 3.416 2.559 -6.329 -0.2 -1.3 0.3
H 2.437 1.016 -6.566 0.1 0.5 0.1
H 4.128 0.934 -6.154 0.5 -0.2 -0.3
H 2.785 0.318 -4.258 0.1 0.7 -0.1
H 4.007 1.603 -4.071 -0.4 -0.1 0.4
H 1.019 0.964 -2.510 0.3 -0.9 0.0
H 2.100 2.110 -1.774 1.1 0.1 1.1
H -0.338 2.344 -1.321 0.6 0.7 -0.6
H 0.430 3.870 -1.954 -0.4 -0.7 -0.3
H -0.617 2.760 -2.995 0.4 0.3 0.0
H 1.110 4.119 -4.168 0.5 0.0 0.6
H 2.188 3.630 -5.345 0.1 0.0 -0.9
H 3.304 5.409 -3.847 -0.4 0.7 -0.2
H 4.247 4.000 -4.186 -0.7 0.1 -0.3
H 3.589 4.165 -2.678 -0.8 -0.1 0.4
C -5.611 -5.640 -4.037 -0.4 -0.3 -0.2
C -5.250 -6.804 -3.353 -1.1 0.3 -1.0
C -4.226 -6.711 -2.459 -0.1 -1.7 1.1
C -3.724 -5.481 -2.102 -0.7 0.0 -0.8
C -4.156 -4.321 -2.684 0.2 1.5 -1.0
C -5.072 -4.399 -3.735 -0.3 -0.5 0.5
N -2.640 -5.459 -1.191 1.5 0.0 0.5
O -2.214 -4.398 -0.784 -0.2 0.5 0.2
O -2.128 -6.528 -0.935 0.3 -0.5 0.5
H -6.340 -5.774 -4.826 -0.1 0.4 0.0
H -5.859 -7.707 -3.576 1.1 0.5 0.3
H -3.860 -7.608 -1.953 -0.1 0.4 -0.1
H -3.691 -3.348 -2.469 -0.3 -0.6 0.2
H -5.416 -3.513 -4.249 0.2 0.1 0.0
C -0.686 1.683 -6.561 -0.5 -0.4 0.5
C -0.800 1.038 -5.335 -1.1 -0.4 0.9
C -1.960 0.279 -5.075 0.4 0.4 -1.2
C -2.857 0.098 -6.128 0.2 -0.3 -0.6
C -2.749 0.714 -7.382 1.3 -0.1 1.1
C -1.642 1.571 -7.548 -1.3 -0.7 -1.3
N -3.849 -1.011 -5.977 0.4 2.2 1.5
O -4.466 -1.333 -6.946 -0.6 -0.9 -0.9
O -4.034 -1.396 -4.834 -0.1 -0.7 -0.2
H 0.180 2.234 -6.761 1.2 0.8 -0.2
H -0.026 1.117 -4.554 -0.3 0.2 -0.7
H -2.172 -0.261 -4.172 0.3 0.0 0.3
H -3.333 0.382 -8.228 -0.3 0.3 0.2
H -1.540 1.993 -8.568 0.3 0.0 1.0
```
Positions in Å, forces in eV/Å.

Results of the Mulliken charge analysis, in e, for atoms 1 through 4:
1. C -0.049
2. C -1.094
3. N 0.137
4. C 1.032


Entry 2:
94
Properties=species:S:1:pos:R:3:forces:R:3 method="wB97M-V/def2-TZVPD" s_squared=12.063 multiplicity=7
O -2.195 2.548 -4.643 0.0 1.0 -0.5
C -0.871 3.150 -4.596 0.2 -0.3 0.5
C -1.357 4.523 -5.084 0.1 -1.0 0.1
H -0.184 2.599 -5.249 0.0 0.2 0.2
H -0.506 3.169 -3.554 0.1 -0.1 -0.4
C -2.749 3.869 -4.956 -0.2 1.2 -0.3
H -1.093 4.727 -6.133 0.0 0.2 0.5
H -1.166 5.349 -4.399 0.1 0.0 -0.3
C -3.514 3.987 -6.247 0.0 -0.5 -0.2
H -2.880 3.655 -7.077 -0.4 -0.1 0.0
H -3.769 5.040 -6.414 0.1 -0.2 0.1
H -4.446 3.422 -6.179 0.0 -0.1 -0.3
C -3.589 4.443 -3.843 0.1 0.4 0.2
H -3.027 4.433 -2.900 -0.4 -0.1 0.0
H -4.529 3.896 -3.794 0.0 -0.1 0.4
H -3.848 5.496 -4.077 0.2 -0.5 0.1
Eu 0.907 -0.438 -1.897 0.0 2.1 4.6
C 1.160 1.738 0.057 0.4 0.9 -0.4
C 2.582 1.791 0.079 -0.9 -0.3 -0.5
C 3.032 2.089 -1.232 -0.2 -0.5 0.0
H 3.176 1.660 0.978 0.0 -0.1 -0.3
C 1.895 2.254 -2.072 0.0 0.0 -0.1
C 0.732 2.125 -1.247 0.2 -0.6 0.0
H -0.287 2.343 -1.550 0.1 -0.1 0.1
H 0.518 1.513 0.897 0.1 0.0 -0.1
H 4.068 2.255 -1.517 -0.2 -0.2 0.0
H 1.900 2.539 -3.125 0.1 0.2 0.3
C -1.944 -0.106 0.334 -0.2 0.9 -0.2
C -2.463 1.111 -0.176 0.0 -0.7 -0.6
C -2.396 1.060 -1.594 -0.2 0.0 0.7
H -2.870 1.927 0.423 0.2 -0.3 -0.2
C -1.831 -0.198 -1.970 0.7 -0.7 0.4
C -1.535 -0.921 -0.763 0.1 0.3 -1.2
H -1.082 -1.918 -0.691 -0.5 0.3 0.2
H -1.880 -0.378 1.386 0.0 0.0 -0.4
H -2.743 1.822 -2.296 0.2 -0.3 0.2
H -1.701 -0.564 -2.995 -0.4 0.1 0.4
O 0.878 -1.266 -4.013 0.0 -0.7 -2.1
C 0.102 -0.704 -5.190 0.5 -0.3 0.8
C 0.488 -1.566 -6.395 -0.3 -0.4 0.0
H 0.398 0.359 -5.267 -0.2 -0.6 0.0
H -0.968 -0.779 -4.931 0.6 0.1 -0.1
C 1.540 -2.606 -5.929 0.3 0.2 0.1
H 0.886 -0.955 -7.204 -0.1 0.0 0.1
H -0.403 -2.094 -6.765 0.3 0.3 0.1
C 1.637 -2.491 -4.394 -0.6 0.4 -0.1
H 2.519 -2.386 -6.387 -0.4 -0.1 0.2
H 1.250 -3.627 -6.217 0.1 0.4 0.1
H 2.678 -2.365 -4.045 -0.5 0.0 -0.1
H 1.157 -3.346 -3.886 0.3 0.4 -0.2
C -0.506 -4.274 3.163 0.3 -0.4 0.2
C -1.415 -3.095 3.481 0.3 0.3 -0.2
C -2.831 -3.437 3.024 -0.1 0.1 -0.1
C -1.427 -2.841 4.981 0.1 0.0 0.3
O -0.979 -1.909 2.781 -0.4 -0.5 0.1
Si 0.514 -1.221 2.511 0.0 -0.2 0.4
O 0.819 -0.960 0.978 0.2 -0.5 -0.6
O 0.586 0.123 3.449 -0.1 0.9 0.2
C 0.209 1.112 4.407 0.1 -0.4 -0.5
C -1.143 1.723 4.071 -0.2 0.2 -0.1
C 0.119 0.562 5.823 0.0 -0.2 0.3
C 1.285 2.188 4.399 0.2 0.3 -0.1
O 1.537 -2.257 3.326 0.7 0.0 -0.1
C 2.973 -2.254 3.380 -0.5 0.0 0.0
C 3.556 -1.094 2.582 0.3 0.1 -0.1
C 3.404 -2.144 4.839 0.0 0.1 0.3
C 3.450 -3.587 2.817 0.1 -0.2 -0.2
H -0.934 -5.197 3.572 0.0 0.1 -0.1
H 0.486 -4.134 3.604 -0.3 0.0 -0.2
H -0.405 -4.391 2.080 0.0 0.0 0.1
H -3.529 -2.632 3.288 0.1 -0.1 -0.1
H -3.157 -4.362 3.523 0.0 0.3 -0.1
H -2.863 -3.604 1.941 0.0 0.1 0.2
H -0.419 -2.635 5.359 -0.1 0.0 -0.2
H -2.073 -1.991 5.221 0.0 -0.1 0.0
H -1.812 -3.725 5.504 0.0 0.1 0.0
H -1.947 0.986 4.186 0.2 0.1 -0.1
H -1.332 2.544 4.776 -0.1 -0.1 -0.2
H -1.169 2.132 3.054 0.1 -0.1 0.1
H 1.078 0.152 6.161 -0.1 0.0 -0.1
H -0.143 1.396 6.489 0.1 -0.2 -0.1
H -0.659 -0.204 5.923 0.2 0.1 -0.1
H 2.257 1.765 4.689 -0.2 0.0 -0.1
H 1.378 2.655 3.412 0.0 -0.1 0.1
H 1.020 2.964 5.128 0.1 -0.1 -0.1
H 3.183 -0.135 2.964 0.0 -0.2 -0.2
H 4.649 -1.096 2.684 -0.1 0.0 0.0
H 3.300 -1.191 1.521 0.0 0.1 0.2
H 3.067 -3.009 5.424 0.0 0.1 -0.2
H 4.496 -2.085 4.916 -0.1 -0.1 0.0
H 2.985 -1.245 5.301 0.0 0.0 -0.1
H 3.087 -4.427 3.424 0.0 0.2 -0.1
H 3.083 -3.720 1.794 0.0 0.0 0.1
H 4.544 -3.631 2.787 -0.1 0.0 0.1


Entry 3:
38
Properties=species:S:1:pos:R:3:forces:R:3 method="wB97M-V/def2-TZVPD" s_squared=8.779 multiplicity=6 e_above_lowest_kcal_mol=1.9 charge=-2
Rh 0.857 -1.484 0.650 0.1 0.2 0.2
C -1.383 -0.636 3.641 0.0 0.0 0.0
C -1.344 0.379 2.540 -0.1 0.1 0.1
C -2.047 1.571 2.611 0.0 0.0 0.1
C -1.909 2.481 1.557 0.0 0.0 0.0
C -1.103 2.201 0.485 -0.1 0.1 0.0
C -0.412 0.958 0.447 0.0 -0.1 0.0
N -0.578 0.096 1.491 -0.1 -0.1 -0.2
N 0.411 0.492 -0.480 0.1 0.1 -0.1
Si 1.030 1.121 -1.948 0.1 0.0 -0.1
C 2.784 1.762 -1.676 -0.2 0.0 0.0
C 0.021 2.561 -2.689 0.1 -0.1 0.1
C 1.014 -0.226 -3.270 0.0 0.1 0.1
H -2.068 -0.332 4.433 0.0 0.0 0.0
H -0.385 -0.760 4.065 0.0 0.0 0.0
H -1.687 -1.607 3.250 0.0 0.0 0.0
H -2.669 1.788 3.468 0.0 0.0 0.0
H -2.441 3.427 1.591 0.0 0.0 0.0
H -0.985 2.910 -0.321 0.0 0.0 0.0
H 2.780 2.616 -0.994 0.0 0.0 0.0
H 3.254 2.071 -2.614 0.0 0.0 0.0
H 3.392 0.975 -1.228 0.0 0.0 0.0
H 0.162 3.504 -2.155 0.0 0.0 0.0
H -1.046 2.328 -2.706 0.0 0.0 0.0
H 0.341 2.715 -3.723 0.0 0.0 0.0
H 0.810 -1.198 -2.823 0.0 0.0 0.0
H 1.973 -0.299 -3.786 0.0 0.0 0.0
H 0.237 -0.029 -4.014 0.0 0.0 0.0
S 2.500 -2.477 5.673 0.0 0.0 0.0
Sb 2.660 -2.299 3.404 0.0 0.0 -0.1
S 2.447 -0.193 2.447 -0.1 0.0 0.0
S 0.741 -3.229 2.259 0.0 0.0 0.1
I 3.151 -2.161 -0.770 0.0 -0.1 -0.1
N -3.789 -5.214 -2.127 0.0 0.0 0.0
C -2.851 -4.532 -2.202 0.1 0.1 -0.1
N -1.789 -3.780 -2.416 -0.1 0.0 0.2
C -1.294 -3.086 -1.436 0.1 0.0 -0.1
N -0.782 -2.413 -0.636 0.0 -0.1 0.0


| no. | E (hartree) |
| --- | --- |
| 1 | -4089.2245 |
| 2 | -2665.4195 |
| 3 | -2834.6511 |